{"formula": "C38H103N9O10", "method": "ωB97M-V with the def2-TZVPD basis set", "symbols": ["C", "O", "C", "C", "C", "N", "H", "H", "H", "H", "H", "H", "H", "H", "H", "H", "H", "C", "O", "C", "C", "C", "N", "H", "H", "H", "H", "H", "H", "H", "H", "H", "H", "H", "C", "O", "C", "C", "C", "N", "H", "H", "H", "H", "H", "H", "H", "H", "H", "H", "H", "C", "O", "C", "C", "C", "N", "H", "H", "H", "H", "H", "H", "H", "H", "H", "H", "H", "C", "O", "C", "C", "C", "N", "H", "H", "H", "H", "H", "H", "H", "H", "H", "H", "H", "C", "O", "C", "C", "C", "N", "H", "H", "H", "H", "H", "H", "H", "H", "H", "H", "H", "C", "O", "C", "C", "C", "N", "H", "H", "H", "H", "H", "H", "H", "H", "H", "H", "H", "C", "O", "C", "C", "C", "N", "H", "H", "H", "H", "H", "H", "H", "H", "H", "H", "H", "C", "O", "C", "C", "N", "C", "C", "O", "C", "H", "H", "H", "H", "H", "H", "H", "H", "H", "H", "H", "H", "H", "H", "H"], "coordinates": [[2.78936, 3.68513, -4.07292], [3.74891, 3.62466, -2.95615], [4.64939, 2.55241, -3.24587], [5.78359, 2.44424, -2.20609], [6.60835, 3.80142, -1.95615], [6.76787, 1.40531, -2.56679], [2.11059, 2.83245, -4.05537], [3.25195, 3.59797, -5.05604], [2.24967, 4.61238, -3.88051], [4.11328, 1.60344, -3.23429], [5.06281, 2.70273, -4.24316], [5.33935, 2.07079, -1.28344], [5.92132, 4.48925, -1.46323], [6.98520, 4.26426, -2.86822], [7.42373, 3.55002, -1.27787], [6.86078, 0.69779, -1.85203], [6.62365, 0.90603, -3.43283], [2.90236, -6.90982, -0.59662], [3.88592, -5.94535, -0.87191], [3.27735, -4.73139, -1.22760], [3.82172, -3.54907, -0.30960], [3.39178, -2.24629, -0.97627], [5.30644, -3.73427, -0.36748], [2.16738, -6.54796, 0.12238], [3.37081, -7.76084, -0.10224], [2.37304, -7.20913, -1.50124], [3.31000, -4.53735, -2.29969], [2.21868, -4.71683, -0.96853], [3.37551, -3.66866, 0.67767], [2.30324, -2.27788, -1.02284], [3.84458, -2.10685, -1.95792], [3.58704, -1.32844, -0.42171], [5.47495, -4.71904, -0.51557], [5.90340, -3.32895, 0.33924], [1.68751, -0.26670, -4.88905], [0.29743, -0.49936, -4.57227], [-0.53371, -0.68760, -5.78297], [-1.85536, -1.39406, -5.36478], [-2.65199, -0.58670, -4.33008], [-1.70430, -2.80487, -4.93140], [1.76055, 0.48534, -5.67467], [2.21782, -1.12387, -5.30392], [2.26506, 0.19345, -4.08730], [-0.62976, 0.34103, -6.13051], [-0.06640, -1.36255, -6.50003], [-2.50315, -1.45007, -6.23960], [-3.64268, -1.03612, -4.26199], [-2.70353, 0.49526, -4.45176], [-2.30282, -0.61685, -3.29796], [-0.96206, -2.96860, -4.26628], [-2.52187, -3.05334, -4.39294], [1.44280, 3.67958, -0.05656], [0.57876, 2.55620, 0.10392], [0.72602, 1.53150, -0.94665], [-0.19643, 0.26810, -0.68923], [0.06392, -0.49159, 0.58770], [-0.13460, -0.85277, -1.62880], [1.07463, 4.35177, -0.83162], [2.41329, 3.36456, -0.43998], [1.45981, 4.30507, 0.83595], [0.55314, 1.85294, -1.97372], [1.73505, 1.11927, -0.94162], [-1.26084, 0.50061, -0.65643], [-0.46242, -1.43568, 0.72828], [-0.00225, 0.24310, 1.39016], [1.12877, -0.71574, 0.65051], [-0.09828, -0.59031, -2.60342], [-0.92414, -1.47460, -1.52846], [-5.51805, -6.14603, -1.80132], [-4.33999, -5.55351, -2.16319], [-3.39894, -5.31768, -1.05238], [-2.15039, -4.45181, -1.59467], [-0.85015, -4.66625, -0.73866], [-2.43600, -3.01232, -1.70560], [-5.43235, -6.85578, -0.97852], [-6.06842, -6.66863, -2.58368], [-6.15069, -5.29914, -1.53555], [-3.78170, -4.77961, -0.18515], [-3.12511, -6.33370, -0.76808], [-1.91912, -4.79363, -2.60352], [0.03551, -4.23310, -1.20352], [-0.65436, -5.73690, -0.67983], [-1.00543, -4.18513, 0.22700], [-2.62364, -2.75574, -0.74692], [-3.30568, -2.85266, -2.19372], [-3.83143, 2.03053, 2.13472], [-3.48419, 0.74292, 1.66736], [-4.53406, -0.21436, 1.65135], [-4.12277, -1.35085, 0.68731], [-5.27580, -2.38642, 0.66052], [-2.87701, -2.01979, 1.06783], [-3.00410, 2.73888, 2.09162], [-4.41043, 1.93307, 3.05307], [-4.45359, 2.55551, 1.40987], [-4.62625, -0.59818, 2.66736], [-5.49042, 0.20184, 1.33474], [-4.15580, -1.04456, -0.35825], [-5.20625, -3.01943, 1.54515], [-5.07007, -3.11547, -0.12323], [-6.29841, -2.00929, 0.64829], [-2.90579, -2.43819, 1.98664], [-2.27897, -1.25246, 1.33923], [1.03410, 11.71903, -0.89713], [0.50196, 10.46474, -1.15467], [1.37480, 9.64202, -1.79608], [0.74739, 8.21000, -1.86219], [1.83947, 7.16580, -2.28692], [-0.24529, 8.28213, -2.92867], [1.93960, 11.69102, -0.29101], [0.30578, 12.26115, -0.29401], [1.32701, 12.15589, -1.85183], [1.65615, 9.96718, -2.79769], [2.26686, 9.54759, -1.17687], [0.23009, 8.07994, -0.91162], [2.23153, 7.21358, -3.30285], [1.62825, 6.12010, -2.06329], [2.74459, 7.35772, -1.71071], [0.28590, 8.50391, -3.75858], [-0.61841, 9.20579, -2.76213], [3.53071, 2.71688, 3.25986], [2.53032, 3.74395, 3.31896], [1.26208, 3.19612, 3.49490], [0.82611, 2.53438, 4.83327], [-0.77407, 2.25266, 4.84385], [1.22066, 3.34745, 6.00791], [4.51744, 3.17783, 3.21528], [3.37557, 2.00218, 2.45163], [3.59769, 2.04382, 4.11461], [0.56749, 4.00676, 3.27465], [1.13292, 2.51643, 2.65263], [1.36519, 1.58706, 4.84319], [-1.17556, 1.87150, 5.78280], [-1.00206, 1.48779, 4.10149], [-1.28880, 3.16397, 4.53942], [2.17496, 3.58663, 5.77942], [0.76167, 4.24657, 6.03938], [-3.53568, -5.91375, 6.51836], [-3.86532, -5.25093, 5.28446], [-4.65565, -4.08722, 5.46671], [-4.56470, -3.13645, 4.23724], [-3.11992, -3.06349, 3.71585], [-2.28144, -2.37045, 4.72581], [-0.78640, -2.34858, 4.32949], [-0.28574, -3.55277, 3.84866], [0.79146, -3.48031, 2.95581], [-3.16736, -6.93016, 6.37930], [-4.33189, -6.12645, 7.23174], [-2.76794, -5.26384, 6.93822], [-4.26736, -3.54644, 6.32978], [-5.70237, -4.32801, 5.65240], [-4.96191, -2.15824, 4.50821], [-5.20468, -3.53939, 3.45228], [-2.77082, -4.00509, 3.60807], [-2.28929, -2.98846, 5.62364], [-2.61514, -1.34151, 4.86011], [-0.17852, -1.94869, 5.14108], [-0.81720, -1.64043, 3.50144], [1.52747, -2.67724, 2.91754], [0.37662, -3.44673, 1.94839], [1.29885, -4.43554, 3.09066]], "forces_ev_per_angstrom": [[0.414, 0.017, 1.639], [-0.318, -0.733, -1.756], [0.511, 0.329, 0.852], [1.177, 0.740, -0.329], [-1.756, -1.377, 0.288], [0.075, -0.226, -0.256], [-0.240, -0.098, 0.432], [0.423, 0.621, 0.034], [-0.055, -0.125, -0.527], [-0.185, -0.242, -0.095], [0.242, -0.006, -0.208], [-0.175, 0.651, 0.291], [0.153, 0.270, 0.013], [-0.025, -0.290, -0.070], [0.019, 0.115, -0.140], [-0.077, 0.082, 0.059], [-0.265, 0.237, -0.179], [0.068, -0.555, 0.479], [-0.410, -0.066, -0.029], [-0.452, 1.684, 1.439], [1.871, -0.678, -2.155], [-0.535, 0.020, 0.599], [-0.981, 0.206, -0.393], [-0.162, 0.285, 0.048], [0.158, -0.115, -0.366], [-0.001, -0.189, -0.104], [0.575, 0.163, -0.058], [-0.268, -0.422, -0.121], [0.056, 0.003, 0.217], [-0.212, 0.183, -0.511], [-0.111, -0.313, -0.039], [0.351, -0.121, 0.375], [0.447, 0.083, 0.443], [-0.412, -0.101, 0.173], [-0.714, 0.606, -0.818], [0.797, -0.625, -0.881], [0.190, -0.714, 1.949], [0.136, 0.743, 0.835], [-0.088, 0.133, 0.883], [0.340, 0.246, -0.483], [-0.211, 0.248, -0.349], [-0.199, -0.439, 0.352], [-0.488, -0.498, 0.581], [-0.602, -0.264, -0.636], [0.468, 0.244, -0.093], [0.236, 0.195, -0.354], [-0.313, 0.329, -0.201], [-0.286, 0.013, -0.846], [0.637, -0.618, -0.065], [0.409, 0.541, 0.063], [-0.297, -0.057, -0.162], [-0.430, -0.150, -1.058], [-0.076, -1.187, -1.074], [-0.554, -1.314, 1.016], [-1.270, -1.063, 0.361], [1.776, 1.697, 1.432], [1.559, 0.547, -1.604], [-0.361, 0.004, -0.324], [0.382, 0.023, 0.535], [0.253, -0.611, 0.279], [-0.304, 0.698, 0.060], [0.460, 0.209, 0.197], [-0.110, 1.236, 0.159], [-0.227, 0.475, -0.157], [-0.764, -0.317, 0.735], [0.288, -0.385, -0.368], [-0.059, 0.126, -0.191], [-0.167, -0.053, 0.152], [-1.608, 0.506, 0.886], [2.625, 0.946, -0.056], [1.005, 0.010, -1.817], [-0.138, -0.809, -0.160], [-1.252, 0.075, -0.662], [0.061, -0.851, 0.397], [0.131, -0.001, 0.285], [0.653, 0.037, -0.567], [-0.777, -0.293, 0.655], [-0.616, -0.027, -0.085], [0.474, 0.071, 0.400], [-0.181, -0.361, -0.083], [-0.266, 0.331, -0.180], [-0.085, -0.029, 0.443], [0.171, -0.295, 0.218], [0.047, 0.686, 0.536], [-0.198, -0.159, -0.326], [-0.780, 0.000, -1.012], [0.455, 0.319, -0.328], [0.960, -0.028, -0.626], [-2.047, -0.892, 0.929], [0.789, -0.894, 0.859], [0.235, 1.263, -0.718], [0.616, -0.702, 0.934], [0.410, 0.464, 0.412], [-0.815, -0.319, -0.264], [-0.276, -0.310, 0.176], [-0.077, 0.298, -0.084], [0.896, 0.789, 0.044], [-0.066, 0.141, 0.289], [-0.404, 0.301, -0.413], [0.170, 0.250, -0.422], [-1.092, -0.741, 0.436], [0.658, 0.458, -0.623], [0.209, 0.409, 0.219], [-1.510, 0.287, 0.500], [1.295, -2.626, 0.865], [1.458, 0.644, -1.887], [0.360, 0.340, 1.550], [-0.578, 0.295, 0.023], [0.293, -0.378, 0.156], [-0.070, 0.310, -0.549], [-0.267, 0.721, 0.015], [0.040, 0.241, -0.271], [0.603, 0.194, -0.035], [0.325, -0.609, 0.046], [-0.719, 0.363, -0.322], [-0.518, 0.123, -0.121], [0.094, 0.057, 0.335], [0.214, -0.517, -0.570], [-1.197, 0.151, 0.040], [0.252, 0.077, 0.232], [1.584, -0.784, 1.118], [-1.947, -0.071, -0.909], [-1.299, 0.470, 0.012], [2.023, 0.090, -0.740], [0.384, -0.861, -0.603], [-0.203, 0.182, -0.391], [-0.134, 0.368, -0.634], [-0.465, 0.294, 0.672], [-0.092, 0.298, 0.163], [-0.412, -0.599, 0.036], [-0.128, -0.185, 0.631], [0.434, 0.303, 0.205], [0.027, 0.036, -0.227], [-0.086, 0.050, 0.167], [0.486, 0.218, 0.446], [-0.490, 0.058, -0.246], [0.394, 0.434, -0.315], [-0.756, -0.786, 0.015], [0.384, 0.633, -0.077], [1.690, -1.663, -0.153], [-1.542, 1.306, 1.162], [1.003, -2.136, -0.214], [-1.106, 1.482, -1.230], [-0.293, -0.253, 1.140], [-0.128, -1.082, -1.309], [0.455, 0.284, -0.822], [-0.612, 0.841, -0.125], [0.091, -0.389, 0.695], [-0.083, 0.074, 0.311], [-0.141, -0.149, 0.087], [0.304, 0.088, -0.012], [0.177, 0.028, -0.098], [-0.037, -0.251, 0.152], [-0.433, 0.484, 0.667], [-0.044, -0.137, 0.234], [0.013, 0.093, 0.151], [0.653, 0.463, -0.241], [-0.199, 0.458, 1.179], [-0.025, -0.182, -0.337], [0.282, 0.126, -0.227]], "smiles": "COC[C@H](C)N.COC[C@H](C)N.COC[C@H](C)N.COC[C@H](C)N.COC[C@H](C)N.COC[C@H](C)N.COC[C@H](C)N.COC[C@H](C)N.COCCNCCOC", "e_above_lowest_kcal_mol": 99.16, "homo_energy_ev": -8.06, "gap_ev": 8.689}